Record 1
The following is a quantum chemistry calculation of 3 unconnected molecules or ions with the total composition C3H12N4O3 at a distorted geometry, from the Open Molecules 2025 dataset.

The SMILES is NC(N)=O.NC(N)=O.CO. For the HOMO energy, the calculation gives -9.77 eV. For the energy relative to the best compared isomer or geometry (same formula, charge and spin), the calculation gives 33.27 kcal per mole. The total charge is 0. The calculation puts the calculated total energy at -566.243805 hartree. For the HOMO-LUMO gap, the calculation gives 10.196 eV. Its molar mass is 152.2 g/mol.

Each line ends with the Mulliken charge.
Geometry (Å):
O (-0.73437, -1.49400, 2.14075)  -0.49
O (3.77094, -1.75049, -0.54368)  -0.64
O (-2.98023, 1.70440, -3.93449)  -0.67
N (3.86178, 0.44563, -0.14044)  -0.44
N (-1.95511, 1.49182, -1.92093)  -0.41
N (4.55363, -0.80850, 1.37295)  -0.39
N (-3.77636, 2.52387, -2.06633)  -0.37
C (-1.99567, -2.14327, 2.27276)  -0.55
C (-2.91120, 1.86751, -2.72416)  0.65
C (4.03677, -0.82864, 0.18958)  0.72
H (0.00014, -2.09695, 2.27696)  0.30
H (-3.76205, 2.63094, -1.06213)  0.15
H (-1.42075, 0.80428, -2.43264)  0.24
H (4.77883, -1.72440, 1.73421)  0.22
H (4.07894, 1.22752, 0.46089)  0.16
H (-2.07500, 1.52893, -0.91875)  0.20
H (3.51472, 0.50011, -1.08738)  0.21
H (-2.05709, -2.39091, 3.33249)  0.26
H (-2.84238, -1.46172, 2.19108)  0.22
H (-4.58598, 2.87429, -2.55808)  0.22
H (4.67817, 0.10404, 1.78752)  0.16
H (-2.17772, -3.00444, 1.62983)  0.26


Record 2
The following is a quantum chemistry calculation of a molecular structure, C25H54InN3O6P at a distorted geometry, from the Open Molecules 2025 dataset.

For the HOMO energy (spin up / spin down), the calculation gives -4.84 / -4.84 eV. Its expectation value of S² is 2.01. The total charge is -1. The calculation puts the calculated total energy at -2132.108929 hartree. For the HOMO-LUMO gap (spin up / spin down), the calculation gives 6.673 / 6.401 eV. Its multiplicity is 3. Its molar mass is 638.5 g/mol.

Each line ends with the Löwdin spin population.
Geometry (Å):
In (-1.24610, 6.08799, 1.60282)  0.00
P (-0.57461, 8.42168, 0.77409)  0.00
O (-5.50778, 5.11411, 2.09617)  0.00
O (0.72539, -0.20534, 2.30858)  0.53
O (0.88704, -3.94766, -2.42136)  0.53
O (-3.91798, 5.71744, 3.50547)  0.00
O (-1.71792, 9.56098, 1.10079)  0.00
O (0.66126, 8.96455, 1.73574)  0.00
N (-0.13660, 8.58339, -0.71595)  0.00
N (-0.00423, -1.24302, 2.08485)  0.37
N (0.73236, -3.66417, -3.66812)  0.38
C (1.21108, -3.02318, 3.29800)  0.02
C (-0.75537, -1.87959, 4.36124)  0.02
C (-4.34945, 5.41238, 2.24173)  0.00
C (-3.36195, 5.55848, 1.11160)  0.00
C (-1.04639, -3.02236, -5.33225)  0.00
C (1.92250, 5.21645, 2.69598)  0.00
C (0.15218, -5.95009, -5.35169)  0.00
C (3.41720, 5.49119, 2.91534)  0.00
C (3.14850, -4.10219, -3.73070)  0.00
C (0.01108, -3.19463, 4.22756)  0.00
C (-1.61122, -3.43954, -2.97984)  0.00
C (-0.41221, 3.20135, 1.04284)  0.00
C (0.19267, 4.59606, 0.80848)  0.00
C (1.65490, 4.69536, 1.28431)  0.00
C (0.10998, -3.54480, 1.08690)  0.00
C (2.08789, -2.11784, 1.13881)  0.00
C (-0.68660, -3.88265, -4.10874)  0.03
C (2.03517, -3.45430, -5.80716)  0.00
C (1.83977, -4.23542, -4.50055)  0.03
C (-0.90782, -5.36509, -4.42019)  0.02
C (-1.69718, 0.13360, 3.20294)  0.00
C (-1.18233, -1.28976, 3.01456)  0.03
C (-2.34762, -2.10277, 2.42428)  0.00
C (1.55128, -5.71135, -4.78776)  0.02
C (0.82892, -2.47645, 1.91995)  0.03
H (3.74951, 6.28305, 2.23337)  0.00
H (1.92459, -2.33639, 3.76432)  0.00
H (-0.01554, -7.02273, -5.46650)  0.00
H (-0.74531, 3.04366, 2.07554)  0.00
H (-1.42439, -2.39976, -2.70874)  0.00
H (-2.59672, 0.10266, 3.81930)  0.00
H (1.16409, -3.42925, -6.45169)  0.00
H (1.37714, 6.14188, 2.89314)  0.00
H (2.32611, -2.42500, -5.59453)  0.00
H (-3.35596, 4.58519, 0.60448)  0.00
H (-0.12210, -1.15337, 4.88017)  0.00
H (2.64825, -3.03361, 0.94283)  0.00
H (-0.90252, -5.92867, -3.48186)  0.00
H (3.58850, 5.87306, 3.92892)  0.00
H (-2.13035, -2.92773, -5.39429)  0.00
H (3.33232, -3.06374, -3.45461)  0.00
H (-2.46919, -1.89030, 1.36152)  0.00
H (-2.24451, -3.17712, 2.55649)  0.00
H (-0.07214, -3.17965, 0.07533)  0.00
H (2.08082, 3.67701, 1.24567)  0.00
H (-3.08738, 5.25841, 3.69949)  0.00
H (4.02224, 4.59352, 2.75982)  0.00
H (0.21377, 4.74825, -0.27916)  0.00
H (-0.64366, -3.98894, 3.85772)  0.00
H (-1.85548, 9.60591, 2.05721)  0.00
H (-1.49112, -4.05098, -2.08918)  0.00
H (1.61710, 4.44706, 3.41615)  0.00
H (-0.72322, -3.44918, -6.27827)  0.00
H (-1.07459, 6.16107, 3.38560)  0.00
H (2.83760, -3.92154, -6.37947)  0.00
H (1.73082, -3.97479, 3.16333)  0.00
H (0.50446, 8.63190, 2.63082)  0.00
H (1.83293, -1.66271, 0.18171)  0.00
H (0.26545, 2.38979, 0.74309)  0.00
H (3.96531, -4.43791, -4.37168)  0.00
H (-3.81878, 6.27149, 0.41967)  0.00
H (-1.64839, -2.01648, 4.97625)  0.00
H (-1.31052, 3.09774, 0.41743)  0.00
H (-1.90459, -5.48089, -4.85279)  0.00
H (2.31132, -6.08688, -5.47664)  0.00
H (-1.94977, 0.58758, 2.24410)  0.00
H (0.06839, -5.51913, -6.35318)  0.00
H (-3.27079, -1.81848, 2.92947)  0.00
H (-0.96728, 0.77059, 3.69477)  0.00
H (-2.64406, -3.52775, -3.31832)  0.00
H (1.65987, -6.27878, -3.85804)  0.00
H (-0.21187, 7.70179, -1.20745)  0.00
H (0.74902, -4.42560, 1.00894)  0.00
H (2.23154, 5.28206, 0.55620)  0.00
H (-0.62911, -2.01936, -5.23903)  0.00
H (3.15389, -4.70164, -2.82415)  0.00
H (2.72756, -1.43011, 1.68628)  0.00
H (0.35627, -3.51722, 5.21217)  0.00
H (-0.83533, -3.88081, 1.49954)  0.00


Record 3
The following is a quantum chemistry calculation of C2H3NO2 in the gas phase, from the Open Molecules 2025 dataset.

The SMILES is [H]/N=C/OC=O. For the HOMO energy, the calculation gives -10.68 eV. For the energy relative to the best compared isomer or geometry (same formula, charge and spin), the calculation gives 25.07 kcal per mole. The total charge is 0. The calculation puts the calculated total energy at -283.218049 hartree. For the HOMO-LUMO gap, the calculation gives 11.563 eV. Its molar mass is 73.1 g/mol.

Each line ends with the Mulliken charge.
Geometry (Å):
O (-0.25641, 0.31302, -1.05857)  -0.33
O (1.58171, 1.49173, -0.35990)  -0.41
N (-0.30106, -0.30817, 1.06793)  -0.55
C (1.08983, 0.44320, -0.60720)  0.28
C (-0.93504, -0.21244, -0.02007)  0.10
H (-0.79820, -0.70081, 1.85073)  0.21
H (1.58311, -0.53666, -0.60704)  0.34
H (-1.96393, -0.48988, -0.26589)  0.36


Record 4
The following is a quantum chemistry calculation of C3H6N2S in the gas phase at a distorted geometry, from the Open Molecules 2025 dataset.

The SMILES is S/N=C/N1CC1. For the HOMO energy, the calculation gives -8.84 eV. For the energy relative to the best compared isomer or geometry (same formula, charge and spin), the calculation gives 66.34 kcal per mole. The total charge is 0. The calculation puts the calculated total energy at -625.516254 hartree. For the HOMO-LUMO gap, the calculation gives 9.765 eV. Its molar mass is 102.2 g/mol.

Each line ends with the Mulliken charge.
Geometry (Å):
S (2.10693, 1.34357, -1.77369)  -0.16
N (0.74166, 0.67323, -0.95559)  -0.40
N (-0.07642, -1.11091, 0.36842)  -0.38
C (-0.68028, -0.25903, 1.44856)  -0.37
C (-1.38779, -0.65186, 0.22123)  -0.32
C (0.90632, -0.45117, -0.36249)  0.10
H (-0.28554, 0.80257, 1.44588)  0.25
H (1.83057, -0.95641, -0.56911)  0.41
H (-1.01095, -0.67936, 2.40817)  0.25
H (-2.20761, -1.33775, 0.38415)  0.23
H (1.61536, 2.55211, -2.01745)  0.15
H (-1.55225, 0.07501, -0.59808)  0.26